{
  "formula": "C23H21N6OReS",
  "method": "ωB97M-V with the def2-TZVPD basis set",
  "lumo_ev": [-10.90, -11.03],
  "relative_energy_ev": 0.000,
  "s_squared": 0.756,
  "total_charge": 3,
  "homo_ev": [-16.40, -16.40],
  "spin_multiplicity": 2,
  "gap_ha": [0.2022, 0.1972],
  "elements": ["C", "C", "H", "Re", "N", "C", "C", "H", "C", "H", "H", "H", "H", "C", "N", "H", "C", "H", "C", "C", "H", "H", "C", "H", "C", "H", "C", "H", "N", "N", "C", "N", "S", "H", "H", "C", "C", "H", "C", "C", "C", "H", "H", "O", "C", "N", "C", "H", "C", "H", "C", "H", "C"],
  "positions_angstrom": [[-1.7605, 1.6687, -3.4506], [4.2412, 0.1417, -1.2010], [0.8197, 3.8694, 2.6393], [0.0416, -0.6258, 0.1433], [-2.8203, -0.0961, -0.4028], [-4.5217, 1.9760, -3.7122], [-2.2734, 2.3899, -4.5092], [1.5198, -4.3727, 3.3582], [4.3162, -0.8085, -2.2018], [1.8205, -2.6687, 1.5808], [5.0723, 0.8108, -1.0563], [-0.6913, 1.5404, -3.3514], [3.2450, -2.4059, -3.1995], [0.8463, -2.8626, 2.0121], [2.0380, -0.5700, -0.6317], [-4.6913, 0.8004, -1.9311], [0.6712, -3.8044, 3.0048], [4.3228, 3.5647, 2.4981], [-4.0220, 1.2551, -2.6480], [-3.6510, 2.5415, -4.6390], [1.2528, -2.1076, -1.7921], [-1.6089, 2.8390, -5.2337], [-1.6687, -3.2626, 3.0252], [-4.2323, -2.7654, 1.5367], [-3.9385, -1.7216, 1.6680], [-4.0506, 3.1008, -5.4745], [1.6102, 3.3319, 3.1582], [1.1935, 2.6387, 3.8852], [3.0533, 1.2031, 0.6228], [-0.1805, -2.1267, 1.5402], [-2.6337, 1.1014, -2.5124], [-2.0070, -0.7749, 0.4600], [0.3474, 1.0655, 1.5195], [2.2595, 4.0394, 3.6637], [5.1438, 1.8282, 0.5801], [-1.4417, -2.3363, 2.0313], [3.0967, 0.2315, -0.4209], [-0.7626, -4.7306, 4.3089], [-2.1225, 0.3832, -1.3800], [3.7681, 2.8190, 1.9539], [2.0039, 1.6151, 1.3836], [-4.1333, -1.4496, 2.7085], [5.2094, -0.8787, -2.8091], [-0.7458, 0.1673, -1.3333], [-0.6001, -4.0019, 3.5252], [2.4297, 2.5929, 2.1808], [4.1653, 1.9642, 0.9967], [-2.6715, -3.4133, 3.4000], [3.2362, -1.6544, -2.4231], [-5.5895, 2.0993, -3.8269], [2.1325, -1.4913, -1.6301], [-4.5401, -1.0961, 1.0169], [-2.4979, -1.5535, 1.3690]],
  "forces_ev_per_a": [[0.0, 0.0, 0.0], [0.0, 0.0, 0.0], [0.0, 0.0, 0.0], [0.2, 0.8, 0.2], [0.0, 0.0, -0.1], [0.0, 0.0, 0.0], [0.0, 0.0, 0.0], [0.0, 0.0, 0.0], [0.0, 0.0, 0.0], [0.0, 0.0, 0.0], [0.0, 0.0, 0.0], [0.0, 0.0, 0.0], [0.0, 0.0, 0.0], [0.0, 0.0, 0.0], [0.0, -0.1, 0.0], [0.0, 0.0, 0.0], [0.0, 0.0, 0.0], [0.0, 0.0, 0.0], [0.0, 0.0, 0.0], [0.0, 0.0, 0.0], [0.0, 0.0, 0.0], [0.0, 0.0, 0.0], [0.0, 0.0, 0.0], [0.0, 0.0, 0.0], [0.0, 0.0, 0.0], [0.0, 0.0, 0.0], [0.0, 0.0, 0.0], [0.0, 0.0, 0.0], [0.0, 0.0, 0.0], [-0.1, -0.4, -0.1], [0.0, 0.1, 0.0], [-0.2, 0.0, 0.1], [0.0, -0.1, 0.1], [0.0, 0.0, 0.0], [0.0, 0.0, 0.0], [0.0, 0.1, 0.1], [0.0, 0.0, 0.0], [0.0, 0.0, 0.0], [0.1, 0.1, 0.2], [0.0, 0.0, 0.0], [0.0, 0.1, 0.0], [0.0, 0.0, 0.0], [0.0, 0.0, 0.0], [-0.1, -0.5, -0.4], [0.0, 0.0, 0.0], [0.0, 0.0, 0.0], [0.0, 0.0, 0.0], [0.0, 0.0, 0.0], [0.0, 0.0, 0.0], [0.0, 0.0, 0.0], [0.0, 0.0, 0.0], [0.0, 0.0, 0.0], [0.0, -0.1, 0.0]]
}

---

{
  "formula": "C14H16N2O2S",
  "method": "ωB97M-V with the def2-TZVPD basis set",
  "lumo_ev": 0.34,
  "relative_energy_ev": 13.649,
  "smiles": "COc1ccc(CCC(=O)Nc2ncc(C)s2)cc1",
  "homo_ev": -8.46,
  "gap_ha": 0.3233,
  "elements": ["C", "H", "C", "C", "H", "N", "C", "C", "N", "C", "H", "H", "C", "H", "H", "C", "C", "H", "H", "C", "C", "H", "C", "S", "O", "H", "H", "H", "O", "H", "H", "H", "C", "H", "C"],
  "positions_angstrom": [[2.9059, 2.9397, 2.2377], [-1.1594, 1.2203, 0.8255], [-0.8763, -0.4049, 2.2556], [-1.6308, -0.0090, -1.6594], [3.7082, 4.7523, 1.6952], [0.6527, 2.2307, 1.7410], [-1.1044, -0.4818, -2.7754], [-2.0232, -0.8400, -0.4747], [0.3410, 0.0260, 2.5956], [1.4727, 3.3705, 1.6165], [-0.8124, -3.7617, -1.6194], [0.9871, -3.9947, -4.8664], [-0.6258, -1.9406, -2.7896], [4.6046, 3.3278, 1.7902], [1.0343, -4.0060, -2.9117], [-1.8465, 0.7351, 1.3277], [-0.9845, -2.5780, -1.6999], [-0.4221, -4.3874, -3.7887], [0.9103, -0.6759, 3.1325], [0.5179, -3.8524, -3.8405], [-1.7380, -1.9870, -0.7078], [-3.2226, -0.8909, 0.9842], [-2.6956, 0.0517, 0.4199], [2.8050, 1.3263, 2.7438], [-1.4030, -1.5368, 2.5577], [-0.5274, -0.0145, -3.6772], [-3.6980, 0.6723, 0.1090], [4.2664, 4.1789, 3.0466], [0.1482, -2.4603, -3.9942], [-1.9092, 1.1750, -1.8346], [1.3287, 4.2247, 1.0277], [-2.2602, 1.2785, 2.0072], [1.0130, 1.2358, 2.1020], [-1.8285, -2.6563, 0.1154], [4.0720, 3.7323, 2.3082]],
  "forces_ev_per_a": [[-8.4, 0.1, -1.8], [3.3, 2.9, -2.4], [-5.2, -2.0, -1.3], [-1.4, 3.9, -0.6], [1.1, -2.4, 0.9], [-4.6, 14.1, -5.9], [4.9, -3.5, -3.7], [-0.9, 14.0, -5.4], [1.7, -0.1, 0.2], [5.4, -5.0, 3.7], [-0.3, 2.9, 0.0], [0.0, -0.6, 1.8], [0.6, 2.7, -3.5], [12.3, -7.5, -9.7], [1.0, -0.3, 0.0], [3.2, -6.2, 1.2], [0.9, -5.6, -0.9], [-0.1, -0.7, -0.1], [-0.6, 1.2, -0.9], [-1.1, 1.6, -2.1], [2.2, -11.1, 2.4], [0.4, 2.5, 0.1], [-7.0, -4.4, 3.0], [-0.8, -0.3, -0.4], [2.7, 4.2, -0.7], [-2.0, 0.2, 1.7], [2.9, -1.4, 0.0], [3.5, 5.1, 11.2], [-2.0, 1.5, 3.8], [0.6, -2.9, 1.3], [-0.5, 0.9, -0.5], [-2.8, 3.5, 4.1], [5.7, -12.9, 7.0], [-0.8, -0.9, 0.8], [-14.0, 6.7, -3.2]]
}

---

{
  "formula": "C45H55F24O13PSSi",
  "method": "ωB97M-V with the def2-TZVPD basis set",
  "lumo_ev": -1.36,
  "smiles": "C#CC1=C(S(C)(=O)=O)C(=O)c2c(CCO[Si](C)(C)C)c(CCCCOC=O)c(CCP(=O)(OCC)OCC)c(C)c2C1=O.FC(F)C(F)(F)COC(F)(F)C(F)F.FC(F)C(F)(F)COC(F)(F)C(F)F.FC(F)C(F)(F)COC(F)(F)C(F)F",
  "homo_ev": -9.00,
  "gap_ha": 0.2808,
  "elements": ["F", "C", "H", "H", "F", "H", "H", "C", "H", "H", "H", "H", "F", "H", "H", "H", "C", "Si", "C", "H", "C", "F", "C", "C", "H", "S", "C", "H", "C", "F", "H", "H", "C", "H", "H", "C", "H", "H", "H", "F", "O", "C", "C", "H", "H", "C", "F", "F", "C", "O", "H", "O", "C", "C", "H", "P", "C", "H", "H", "H", "C", "C", "H", "O", "H", "H", "C", "H", "O", "C", "F", "C", "H", "C", "F", "C", "C", "F", "F", "F", "O", "F", "H", "C", "F", "C", "C", "O", "H", "H", "C", "C", "C", "C", "C", "H", "H", "F", "C", "C", "F", "C", "O", "H", "C", "H", "H", "H", "H", "F", "F", "H", "H", "H", "C", "H", "F", "O", "O", "C", "C", "F", "C", "H", "O", "F", "H", "O", "H", "O", "C", "H", "C", "F", "H", "F", "C", "H", "H", "H"],
  "positions_angstrom": [[1.8033, 3.6943, -7.6364], [-2.3219, 4.0816, -1.7098], [-5.9214, 0.3318, 1.7233], [-6.4830, -3.2696, 0.9367], [6.3515, 9.0187, -0.2311], [4.3523, 8.9714, -0.2055], [3.8470, 0.0148, 1.8609], [2.8719, 1.5640, -0.5415], [-5.9629, -2.4193, 2.3581], [0.6782, -5.4992, 2.8956], [-4.1200, -6.1431, 5.7451], [-2.9406, 0.7491, 1.3540], [-2.4406, -7.1240, 3.7121], [3.6953, 1.7468, 2.0202], [-3.2127, -7.6231, 5.8039], [-2.0176, 1.5345, 0.0655], [-5.4945, -1.9214, -1.5096], [-4.9924, -1.4715, 0.2424], [0.0312, -2.6433, 4.1953], [-5.0769, -1.1640, -2.1743], [4.1558, 6.6648, 3.0246], [2.2504, 0.2619, -10.8484], [1.3600, -2.5091, 4.2872], [1.8609, 2.2481, 0.4001], [5.0389, 3.1993, -7.2059], [-0.7398, -4.2559, 4.3615], [-0.8164, -1.4366, 3.9485], [-0.3039, -4.3118, 2.0702], [-3.2980, 2.0869, -2.4625], [-6.9494, -8.2250, 3.6606], [-0.5180, 1.7912, -0.7416], [3.1529, 2.2855, -1.3072], [3.9813, 3.0802, -6.9540], [-3.1931, 4.0557, -1.0559], [4.9320, 6.7595, 3.7839], [-2.4103, 0.0616, 1.9977], [-1.8198, -1.9438, 1.4855], [-2.0976, 3.6839, 0.9459], [-0.2367, 3.9098, -1.4409], [-8.6213, -7.7130, 4.9723], [-3.4920, 1.2312, -3.2750], [-2.7513, -1.3784, 1.5322], [-3.8002, -7.1698, 3.8412], [-6.5727, -1.9484, -1.6255], [-7.4355, -9.2977, 5.2644], [-5.8613, 0.1439, 0.6539], [3.6125, 0.5973, -9.1967], [5.1909, 7.1664, -0.2656], [0.4392, 0.9690, -4.0789], [-3.3301, -1.3883, 0.2316], [4.5443, -1.9971, -2.0397], [-5.1709, -7.9459, 5.8251], [-0.9243, 0.3012, 2.0881], [5.1817, 8.4527, 1.7268], [3.7183, 0.7400, 3.4541], [2.2448, 0.1103, -1.4043], [1.2868, 0.3502, -8.7397], [0.7154, 1.9396, -3.6792], [1.1446, -1.0383, -3.6738], [2.4371, 2.9600, 0.9900], [-0.3163, -5.0739, 2.8497], [-0.1813, -0.4297, 3.0297], [3.0325, 4.0368, -10.1025], [2.2313, 2.2354, -9.8936], [-5.4639, 1.0105, 0.1311], [3.2115, 6.6449, 3.5662], [-6.4539, -7.4589, 5.8510], [-3.9166, -5.0603, 3.3760], [-2.1722, -4.0932, 4.3581], [-4.0869, -7.1584, 5.3511], [-5.6850, -5.9355, 3.0425], [5.2121, 8.4316, 0.1963], [-1.0766, -5.8019, 2.5996], [-7.3834, -8.2583, 4.9341], [3.7489, 3.7003, -5.7727], [1.9177, -1.1112, 4.1424], [3.3649, 0.8066, 2.4367], [3.7076, 1.7713, -6.7899], [6.3101, 7.9464, 2.2577], [1.3054, 0.9983, -7.5592], [3.1592, -1.0855, -0.8379], [6.4163, 5.4268, 1.3696], [-3.3945, -1.8444, 2.2774], [3.2061, 3.1719, -9.4645], [5.4432, 3.4778, 1.4877], [5.6027, 4.6659, 2.1235], [3.3680, -3.4821, -1.0337], [2.5547, 0.3661, -2.9494], [-4.8704, -3.5854, 1.5290], [1.1924, 2.8402, -0.2015], [1.1401, 1.3292, 1.3706], [3.1396, -4.3671, 4.3085], [-1.0254, 1.9363, 0.2063], [3.5037, -2.1389, -1.7668], [-4.3372, -6.0015, 3.0171], [2.4507, -3.9602, -1.3698], [6.0790, 4.4799, 3.0900], [1.5040, -0.9636, -8.5044], [2.2729, -3.5629, 4.4750], [2.3826, 0.8896, -9.6605], [3.5895, 5.3883, 1.1168], [4.2250, 5.3058, 2.3073], [-1.9004, -1.3271, 4.4570], [3.8005, 1.2989, -0.0529], [-1.0804, 4.2590, -0.8453], [-0.2949, 3.7735, 1.0733], [-2.4057, 4.9328, -2.3801], [3.9521, -5.0255, 4.1437], [0.1647, 1.0171, -5.1269], [-3.9627, -6.1719, 1.7173], [3.5140, 4.4309, 3.0755], [4.2171, 2.8333, -9.6910], [-6.8923, 0.0235, 0.3196], [3.2646, -3.3343, 0.0342], [-5.6158, -2.8057, 1.4034], [0.3041, 0.4745, -9.1988], [3.4717, 5.0250, -8.0888], [0.8229, -0.1990, -1.1889], [2.8689, -0.7583, 4.7858], [-1.1444, 3.4702, 0.4695], [-0.2427, 1.1876, 1.2470], [-6.9144, -7.6204, 7.1126], [1.8778, 0.6196, 2.3231], [-5.0282, -2.8658, -1.7819], [-0.2359, -4.9483, 5.5107], [5.1154, 9.7472, 2.1025], [-3.9969, 2.2028, -1.6221], [-2.2405, 2.8999, -2.5147], [-0.8950, 5.3132, -0.6513], [4.0602, 7.8306, 2.2240], [1.1942, -0.2742, 3.1457], [2.0642, -0.1521, -4.8396], [3.0948, 3.7159, -8.0282], [-4.2016, -8.3474, 3.3081], [4.1894, -4.1412, -1.2930], [-6.4985, -6.1421, 5.5829], [1.5428, -0.0540, -3.8901], [-2.8263, 0.2051, 2.9851], [-0.4548, 0.6609, -3.5470], [2.8525, -2.1603, -2.6304]],
  "forces_ev_per_a": [[0.1, 0.0, 0.1], [0.5, 0.6, 0.4], [0.2, 0.2, 0.1], [-0.1, -0.1, -0.1], [0.0, 0.0, 0.1], [0.0, 0.0, 0.1], [0.2, -0.1, 0.0], [0.0, 0.1, -0.4], [0.2, -0.1, 0.3], [0.1, -0.2, 0.2], [-0.1, 0.1, -0.2], [0.1, 0.1, -0.1], [0.0, 0.1, 0.0], [0.0, 0.2, 0.0], [0.0, -0.1, -0.1], [0.0, -0.3, 0.0], [0.8, 0.4, 0.4], [-0.8, -0.2, -0.9], [0.2, -0.4, 0.1], [-0.1, 0.1, -0.2], [-0.2, 0.2, 0.6], [-0.1, -0.1, 0.0], [-0.8, 0.1, 0.3], [0.7, -0.3, 0.4], [0.0, 0.0, 0.0], [-1.3, -0.6, 0.8], [0.0, 0.2, -0.4], [-0.1, 0.1, -0.1], [-0.3, -0.9, -0.6], [0.0, 0.1, 0.0], [0.0, -0.1, -0.2], [0.0, 0.0, -0.2], [0.2, 0.1, 0.3], [-0.3, -0.1, -0.1], [0.2, -0.1, -0.2], [-0.1, -0.5, 0.3], [0.0, -0.2, -0.1], [0.1, 0.2, 0.5], [0.2, 0.0, 0.0], [0.0, 0.0, 0.1], [0.2, 0.0, 0.0], [0.5, 0.6, -0.1], [-0.5, -0.5, 0.1], [-0.1, -0.1, -0.1], [0.0, 0.0, 0.1], [0.0, -0.3, 0.1], [-0.1, -0.1, 0.1], [0.0, 0.0, 0.1], [-0.5, -0.5, 0.5], [-0.3, 0.0, 0.6], [0.0, 0.2, -0.3], [-0.2, 0.0, -0.6], [0.1, 0.1, 0.4], [-0.2, -0.1, 0.6], [0.0, 0.0, 0.1], [-0.8, -0.2, 0.6], [-0.3, -0.2, 0.1], [0.2, 0.2, -0.3], [-0.1, -0.1, 0.5], [0.0, 0.2, 0.0], [0.5, 0.6, -0.5], [-0.4, -0.1, -0.1], [-0.1, 0.0, 0.1], [-0.1, -0.1, 0.6], [0.1, 0.1, 0.0], [-0.1, 0.0, -0.1], [0.5, 0.2, 0.3], [0.0, 0.0, 0.1], [0.0, 0.4, -0.6], [0.4, 0.1, 0.6], [0.1, -0.2, 0.1], [0.0, 0.1, -0.3], [-0.1, -0.1, 0.3], [-0.2, -0.2, -0.1], [0.0, 0.0, -0.1], [-0.2, 0.2, -0.3], [0.1, -0.3, -0.2], [0.0, 0.0, -0.1], [0.0, 0.0, -0.1], [0.0, 0.0, 0.0], [0.3, 0.5, -1.1], [-0.1, 0.1, 0.0], [-0.1, -0.2, 0.0], [0.2, 0.2, -0.5], [-0.1, 0.0, 0.0], [0.2, -0.3, 0.1], [-0.6, 0.2, -0.7], [0.3, -0.4, 0.5], [0.1, -0.1, 0.2], [-0.3, 0.0, -0.1], [0.1, 0.3, -0.6], [0.4, -0.2, 0.1], [0.4, 0.8, -0.3], [0.3, -0.9, 1.2], [0.1, 0.5, -0.3], [-0.1, -0.2, 0.1], [-0.1, 0.0, 0.0], [0.1, 0.0, 0.0], [0.2, 0.1, -0.4], [0.4, 0.4, -0.4], [0.1, -0.1, 0.0], [-0.2, 0.4, -0.4], [-0.2, 0.1, 0.1], [0.1, -0.1, 0.2], [-0.1, -0.5, 0.0], [-0.2, 0.2, 0.4], [-0.2, 0.0, -0.2], [0.1, -0.3, 0.1], [0.1, 0.3, -0.2], [0.1, -0.1, 0.1], [0.1, -0.1, 0.2], [0.0, -0.1, 0.2], [-0.1, 0.0, -0.1], [0.3, 0.0, 0.2], [-0.1, 0.3, -0.2], [0.0, 0.0, -0.1], [0.2, 0.0, 0.0], [-0.2, 0.2, 0.0], [0.2, -0.2, 0.2], [0.4, -0.6, -0.9], [-0.8, -0.5, 0.5], [-0.1, 0.0, 0.0], [-0.1, 0.5, 0.2], [-0.2, -0.2, -0.1], [0.9, 0.0, -0.2], [0.0, 0.1, -0.1], [0.2, 0.5, 0.2], [-0.3, 0.3, 0.3], [-0.2, 0.2, 0.0], [0.2, -0.3, -0.5], [0.2, 0.1, -0.1], [0.4, 0.0, 0.0], [-0.6, -0.2, -0.2], [0.0, 0.1, 0.0], [0.2, -0.1, 0.2], [-0.1, -0.1, -0.1], [0.2, 0.3, -1.2], [-0.1, 0.0, 0.3], [-0.1, 0.0, 0.2], [0.0, 0.3, -0.2]]
}

---

Question: Number 2 is which compound?
Answer: C14H16N2O2S